(a)
Below is a cluster of 2 separate species, C2H4OS in total, with properties calculated with ωB97M-V/def2-TZVPD.

## Properties
HOMO energy: -9.44 eV
gap between HOMO and LUMO: 0.346 Ha
E_LUMO: -0.023 eV
multiplicity: 1

Each atom is followed by the atoms it is bonded to, with distances in Å.
CARTESIAN COORDINATES (ANGSTROEM)
1 C 1.077 -0.609 -0.225  C2 1.346, H5 1.124, H6 1.062
2 C 0.440 0.575 -0.169  C1 1.346, O3 1.344
3 O -0.828 0.973 -0.371  C2 1.344, S4 1.744
4 S -2.197 -0.106 -0.404  O3 1.744, H8 1.343
5 H 2.078 -0.675 0.282  C1 1.124
6 H 0.591 -1.552 -0.167  C1 1.062
7 H 1.304 1.794 0.176  no bonds
8 H -2.466 -0.401 0.878  S4 1.343

Atomic partial charges in e from the natural (NBO) method, atoms 1 to 2: -0.579, 0.227


(b)
Below is an isolated molecule of C2H4OS, with properties calculated with ωB97M-V/def2-TZVPD.

## Properties
HOMO energy (spin up / spin down): -7.85 / -7.64 eV
gap between HOMO and LUMO (spin up / spin down): 0.299 / 0.277 Ha
E_LUMO (spin up / spin down): 0.292 / -0.097 eV
multiplicity: 1

Each atom is followed by the atoms it is bonded to, with distances in Å.
CARTESIAN COORDINATES (ANGSTROEM)
1 C -0.512 1.874 -0.335  S4 1.739, H5 1.074, H6 1.075
2 C 0.091 -1.298 0.004  O3 1.333, S4 1.792, H7 1.081
3 O 0.774 -2.051 0.867  C2 1.333, H8 0.968
4 S 0.418 0.463 0.075  C1 1.739, C2 1.792
5 H 0.061 2.557 -0.934  C1 1.074
6 H -1.565 1.771 -0.526  C1 1.075
7 H -0.910 -1.658 -0.187  C2 1.081
8 H 1.643 -1.658 1.036  O3 0.968

Atomic partial charges in e from the natural (NBO) method, atoms 1 to 2: -0.704, -0.054


Quick one: most stable of them? (b)


(a)
Below is an isolated molecule of C2H4OS, with properties calculated with ωB97M-V/def2-TZVPD.

## Properties
HOMO energy: -9.38 eV
gap between HOMO and LUMO: 0.371 Ha
E_LUMO: 0.710 eV
multiplicity: 1

Each atom is followed by the atoms it is bonded to, with distances in Å.
CARTESIAN COORDINATES (ANGSTROEM)
1 O 2.057 -0.006 -0.052  C2 1.196
2 C 1.066 -0.675 -0.095  O1 1.196, C3 1.535, H5 1.190
3 C -0.357 -0.149 0.135  C2 1.535, S4 1.928, H6 1.046, H7 1.040
4 S -0.335 1.775 0.005  C3 1.928, H8 1.400
5 H 1.000 -1.862 -0.039  C2 1.190
6 H -0.952 -0.689 -0.534  C3 1.046
7 H -0.833 -0.314 1.045  C3 1.040
8 H -1.646 1.920 -0.466  S4 1.400

Atomic partial charges in e from the natural (NBO) method, atoms 1 to 2: -0.485, 0.444


(b)
Below is a cluster of 2 separate species, C2H4OS in total, with properties calculated with ωB97M-V/def2-TZVPD.

## Properties
HOMO energy (spin up / spin down): -10.10 / -8.77 eV
gap between HOMO and LUMO (spin up / spin down): 0.318 / 0.294 Ha
E_LUMO (spin up / spin down): -1.438 / -0.757 eV
multiplicity: 1

Each atom is followed by the atoms it is bonded to, with distances in Å.
CARTESIAN COORDINATES (ANGSTROEM)
1 C -0.277 0.980 0.147  C2 1.424, O3 1.202, H5 1.219
2 C -0.513 -0.377 -0.214  C1 1.424, S4 1.716, H7 1.024
3 O -0.951 1.765 0.760  C1 1.202
4 S 0.561 -1.247 -1.231  C2 1.716, H8 1.445
5 H 0.851 1.152 -0.281  C1 1.219
6 H 0.049 -1.062 1.889  no bonds
7 H -1.465 -0.742 -0.121  C2 1.024
8 H 1.746 -0.471 -0.949  S4 1.445

Atomic partial charges in e from the natural (NBO) method, atoms 1 to 2: 0.347, -0.428


(c)
Below is an isolated molecule of C2H4OS, with properties calculated with ωB97M-V/def2-TZVPD.

## Properties
HOMO energy: -9.38 eV
gap between HOMO and LUMO: 0.374 Ha
E_LUMO: 0.806 eV
multiplicity: 1

Each atom is followed by the atoms it is bonded to, with distances in Å.
CARTESIAN COORDINATES (ANGSTROEM)
1 O -0.565 -0.557 -1.804  C2 1.214
2 C -0.814 -0.201 -0.670  O1 1.214, C3 1.594, H5 1.115
3 C 0.027 0.338 0.572  C2 1.594, S4 1.821, H6 1.087, H7 1.089
4 S 1.824 0.436 0.292  C3 1.821, H8 1.329
5 H -1.868 -0.255 -0.311  C2 1.115
6 H -0.329 1.340 0.795  C3 1.087
7 H -0.188 -0.338 1.399  C3 1.089
8 H 1.912 -0.764 -0.273  S4 1.329

Atomic partial charges in e from the natural (NBO) method, atoms 1 to 2: -0.496, 0.450


Quick one: most stable of them? (c)


(a)
Below is a cluster of 3 separate species, C2H10NO2S in total, with properties calculated with ωB97M-V/def2-TZVPD.

## Properties
HOMO energy: -3.00 eV
gap between HOMO and LUMO: 0.255 Ha
E_LUMO: 3.926 eV
multiplicity: 1
charge: -1

Each atom is followed by the atoms it is bonded to, with distances in Å.
CARTESIAN COORDINATES (ANGSTROEM)
1 C -0.624 -0.031 0.142  C2 1.601, N4 1.533, H5 1.211, H6 1.164
2 C 0.087 1.322 0.620  C1 1.601, S3 1.762, H7 1.048, H8 1.125
3 S -0.181 1.629 2.334  C2 1.762
4 N -0.027 -1.177 0.967  C1 1.533, H9 1.060, H10 0.982
5 H -1.801 0.191 0.316  C1 1.211
6 H -0.317 -0.177 -0.971  C1 1.164
7 H 1.067 1.255 0.253  C2 1.048
8 H -0.351 2.185 0.046  C2 1.125
9 H 1.009 -1.055 0.785  N4 1.060
10 H -0.184 -0.991 1.918  N4 0.982
11 H -1.331 -3.581 -0.556  O13 0.921
12 H -0.233 -2.723 -0.008  O13 1.012
13 O -0.458 -3.367 -0.755  H11 0.921, H12 1.012
14 H 0.923 2.847 -1.441  O16 1.029
15 H 1.029 1.450 -1.539  O16 1.026
16 O 1.391 2.222 -2.111  H14 1.029, H15 1.026

Atomic partial charges in e from the natural (NBO) method, atoms 1 to 2: -0.237, -0.575


(b)
Below is a cluster of 3 separate species, C2H10NO2S in total, with properties calculated with ωB97M-V/def2-TZVPD.

## Properties
HOMO energy: -2.96 eV
gap between HOMO and LUMO: 0.216 Ha
E_LUMO: 2.906 eV
multiplicity: 1
charge: -1

Each atom is followed by the atoms it is bonded to, with distances in Å.
CARTESIAN COORDINATES (ANGSTROEM)
1 C 1.031 0.721 -0.395  C2 1.611, N4 1.460, H5 1.104, H6 1.111
2 C 1.587 -0.322 -1.490  C1 1.611, S3 1.873, H7 1.095, H8 1.096
3 S 0.842 -2.029 -1.297  C2 1.873
4 N 0.453 0.154 0.820  C1 1.460, H9 1.024, H10 1.020
5 H 1.966 1.277 -0.210  C1 1.104
6 H 0.469 1.620 -0.727  C1 1.111
7 H 1.467 0.231 -2.427  C2 1.095
8 H 2.662 -0.373 -1.281  C2 1.096
9 H -0.308 -0.366 0.372  N4 1.024
10 H 1.094 -0.612 1.024  N4 1.020
11 H -4.104 -0.314 5.383  O13 0.957
12 H -3.002 0.685 5.594  O13 0.945
13 O -3.332 -0.139 5.921  H11 0.957, H12 0.945
14 H 0.149 -0.438 -4.364  O16 0.972
15 H -0.479 -0.227 -3.010  O16 0.972
16 O -0.496 0.132 -3.912  H14 0.972, H15 0.972

Atomic partial charges in e from the natural (NBO) method, atoms 1 to 2: -0.245, -0.551


(c)
Below is a cluster of 3 separate species, C2H10NO2S in total, with properties calculated with ωB97M-V/def2-TZVPD.

## Properties
HOMO energy: -2.91 eV
gap between HOMO and LUMO: 0.246 Ha
E_LUMO: 3.797 eV
multiplicity: 1
charge: -1

Each atom is followed by the atoms it is bonded to, with distances in Å.
CARTESIAN COORDINATES (ANGSTROEM)
1 C 0.242 -1.002 1.085  C2 1.520, N4 1.466, H5 1.096, H6 1.104
2 C -0.398 -0.104 0.039  C1 1.520, S3 1.827, H7 1.099, H8 1.097
3 S -2.224 -0.158 0.077  C2 1.827
4 N -0.216 -2.385 0.917  C1 1.466, H9 1.023, H10 1.014
5 H 0.128 -0.530 2.068  C1 1.096
6 H 1.322 -1.085 0.870  C1 1.104
7 H -0.022 -0.410 -0.947  C2 1.099
8 H -0.074 0.929 0.209  C2 1.097
9 H -1.239 -2.398 0.924  N4 1.023
10 H 0.011 -2.910 1.755  N4 1.014
11 H 2.024 1.195 -0.972  O13 0.963
12 H 3.066 0.195 -0.662  O13 0.974
13 O 2.975 1.151 -0.826  H11 0.963, H12 0.974
14 H -1.794 1.785 -1.163  O16 0.996
15 H -2.061 3.272 -1.474  O16 0.975
16 O -1.740 2.455 -1.899  H14 0.996, H15 0.975

Atomic partial charges in e from the natural (NBO) method, atoms 1 to 2: -0.222, -0.541


Quick one: most stable of them? (c)


(a)
Below is a cluster of 2 separate species, C6H8N4 in total, with properties calculated with ωB97M-V/def2-TZVPD.

## Properties
HOMO energy: -8.97 eV
gap between HOMO and LUMO: 0.356 Ha
E_LUMO: 0.721 eV
multiplicity: 1

Each atom is followed by the atoms it is bonded to, with distances in Å.
CARTESIAN COORDINATES (ANGSTROEM)
1 C -2.750 2.744 -2.572  C2 1.331, N5 1.384, H6 1.090
2 C -2.700 2.648 -1.246  C1 1.331, N3 1.419, H7 1.090
3 N -2.631 1.257 -0.976  C2 1.419, C4 1.298, H8 1.023
4 C -2.632 0.654 -2.125  N3 1.298, N5 1.294, H9 1.090
5 N -2.804 1.471 -3.113  C1 1.384, C4 1.294
6 H -2.857 3.673 -3.133  C1 1.090
7 H -2.686 3.417 -0.473  C2 1.090
8 H -2.570 0.773 -0.076  N3 1.023
9 H -2.652 -0.412 -2.351  C4 1.090
10 C 1.654 -1.805 2.475  C11 1.383, N14 1.425, H15 1.090
11 C 2.683 -2.700 2.244  C10 1.383, N12 1.365, H16 1.090
12 N 3.526 -2.080 1.369  C11 1.365, C13 1.329, H17 1.023
13 C 3.012 -0.890 1.075  N12 1.329, N14 1.327, H18 1.090
14 N 1.941 -0.585 1.798  C10 1.425, C13 1.327
15 H 0.815 -1.869 3.168  C10 1.090
16 H 2.979 -3.724 2.472  C11 1.090
17 H 4.350 -2.545 0.980  N12 1.023
18 H 3.321 -0.028 0.484  C13 1.090

Atomic partial charges in e from the natural (NBO) method, atoms 1 to 2: -0.096, -0.127


(b)
Below is an isolated molecule of C6H8N4, with properties calculated with ωB97M-V/def2-TZVPD.

## Properties
HOMO energy: -7.68 eV
gap between HOMO and LUMO: 0.302 Ha
E_LUMO: 0.535 eV
multiplicity: 1

Each atom is followed by the atoms it is bonded to, with distances in Å.
CARTESIAN COORDINATES (ANGSTROEM)
1 C -1.294 -0.955 0.879  C2 1.275, N7 1.375, H11 1.086
2 C -2.009 -0.349 0.014  C1 1.275, C3 1.517, N10 1.384
3 C -1.108 0.224 -1.065  C2 1.517, N9 1.340
4 C 1.985 0.111 0.971  C5 1.460, N8 1.245, H12 1.054
5 C 1.966 0.913 -0.249  C4 1.460, C6 1.576, H13 1.044, H14 1.008
6 C 1.347 0.035 -1.401  C5 1.576, N9 1.399, H15 1.034, H16 1.117
7 N 0.014 -0.791 0.491  C1 1.375, N8 1.342, N9 1.446
8 N 1.016 -0.568 1.356  C4 1.245, N7 1.342
9 N 0.101 -0.320 -0.873  C3 1.340, C6 1.399, N7 1.446
10 N -3.358 -0.042 0.005  C2 1.384, H17 1.021, H18 1.123
11 H -1.495 -1.639 1.698  C1 1.086
12 H 2.797 0.284 1.620  C4 1.054
13 H 1.128 1.529 -0.334  C5 1.044
14 H 2.763 1.509 -0.412  C5 1.008
15 H 1.256 0.454 -2.342  C6 1.034
16 H 1.986 -0.880 -1.428  C6 1.117
17 H -3.312 0.971 0.128  N10 1.021
18 H -3.783 -0.487 0.944  N10 1.123

Atomic partial charges in e from the natural (NBO) method, atoms 1 to 2: -0.063, -0.007


Quick one: most stable of them? (a)